1 | Computed, not measured: a single C6H6 molecule, with the ωB97M-V functional and the def2-TZVPD basis.

Summary:
gap between HOMO and LUMO	9.425	eV
multiplicity	1
lowest unoccupied orbital energy	-0.05	eV
E_HOMO	-9.47	eV

Each line ends with the Mulliken charge.
Positions of all 12 atoms, in Å:
C 1.21 1.14 0.14  -1.11
C -0.24 0.72 0.08  0.15
C -0.62 -0.63 -0.27  0.07
C -0.79 -1.67 -1.08  -0.86
C -0.73 -0.34 1.13  0.23
C -0.85 -0.23 2.40  -0.33
H 1.84 0.27 0.35  0.31
H 1.52 1.57 -0.82  0.34
H 1.36 1.89 0.93  0.33
H -0.97 1.51 -0.08  0.31
H -0.63 -1.64 -2.15  0.29
H -1.11 -2.60 -0.63  0.26



2 | Computed, not measured: a single C6H6 molecule, with the ωB97M-V functional and the def2-TZVPD basis.

Summary:
gap between HOMO and LUMO	8.455	eV
multiplicity	1
lowest unoccupied orbital energy	0.36	eV
SMILES string	C1C23CC24CC134
E_HOMO	-8.10	eV

Each line ends with the Mulliken charge.
Positions of all 12 atoms, in Å:
C 0.79 -1.34 0.32  -0.49
C 0.76 1.31 0.00  -0.28
C -1.66 0.22 -0.23  -0.53
C 0.86 0.01 -0.57  -0.26
C -0.42 -0.62 -0.11  0.18
C -0.50 0.67 0.53  -0.14
H 1.30 -2.20 -0.13  0.27
H 0.95 -1.22 1.33  0.26
H 1.59 1.55 0.68  0.20
H 0.64 2.19 -0.64  0.25
H -2.08 0.54 -1.12  0.33
H -2.41 -0.17 0.43  0.20



What should be chosen as the least stable of them? Choose 2.



1 | Computed, not measured: a gas-phase ion, C8H11N4 (charge +1), with the ωB97M-V functional and the def2-TZVPD basis.

Summary:
net charge	+1
gap between HOMO and LUMO	9.056	eV
multiplicity	1
lowest unoccupied orbital energy	-2.85	eV
SMILES string	N[C@H](c1cc[nH]c1)c1[nH]cc[nH+]1
E_HOMO	-11.91	eV

Each line ends with the Mulliken charge.
Positions of all 23 atoms, in Å:
C -1.54 0.59 -1.03  -0.34
C 3.57 0.27 -0.29  -0.32
C -2.83 0.96 -0.96  -0.87
C 3.04 1.53 0.06  -0.31
C -2.30 0.05 1.06  -1.11
C -1.16 0.09 0.24  0.57
C 1.41 0.06 0.19  -0.38
C 0.13 -0.62 0.54  0.52
N 2.51 -0.61 -0.17  -0.03
N -3.28 0.64 0.30  -0.02
N 1.70 1.35 0.31  0.01
N 0.21 -1.98 -0.14  -0.77
H -0.84 0.57 -1.84  0.42
H 4.57 0.02 -0.60  0.42
H -3.50 1.29 -1.66  0.52
H 3.66 2.47 0.21  0.36
H -2.41 -0.11 2.04  0.48
H 0.09 -0.78 1.73  0.37
H -4.15 0.95 0.75  0.26
H 1.09 1.91 0.88  0.32
H -0.19 -1.71 -1.08  0.32
H -0.25 -2.77 0.26  0.26
H 2.19 -1.52 -0.53  0.34



2 | Computed, not measured: 2 unconnected molecules or ions with the total composition C8H11N4, with the ωB97M-V functional and the def2-TZVPD basis.

Summary:
net charge	+1
gap between HOMO and LUMO (spin up / spin down)	6.480 / 7.594	eV
multiplicity	1
lowest unoccupied orbital energy (spin up / spin down)	-6.24 / -5.31	eV
E_HOMO (spin up / spin down)	-12.72 / -12.90	eV

Each line ends with the Mulliken charge.
Positions of all 23 atoms, in Å:
C 2.15 -0.93 -0.99  -0.53
C 2.24 1.23 0.16  -0.51
C 1.33 -1.42 -0.04  -0.14
C 1.48 0.74 1.15  -0.52
C -1.94 -1.20 -0.06  0.01
C -1.61 0.96 0.62  0.05
C 2.83 0.37 -0.89  -0.32
C -3.63 0.45 -0.41  -0.30
N -3.19 -0.93 -0.38  -0.42
N -2.61 1.40 -0.04  -0.43
N -1.25 -0.39 0.71  -0.23
N 1.00 -0.55 1.07  0.00
H 2.49 -1.66 -1.72  0.38
H 2.22 2.26 0.15  0.43
H 1.04 -2.52 -0.06  0.41
H 1.23 1.32 1.96  0.70
H -1.62 -2.13 -0.26  0.47
H -0.89 1.73 1.10  0.32
H 3.82 0.17 -0.77  0.35
H 2.72 0.99 -1.89  0.31
H -3.93 0.48 -1.48  0.32
H -4.46 0.59 0.23  0.33
H 0.59 -0.96 1.84  0.33



3 | Computed, not measured: a gas-phase ion, C8H11N4 (charge +1), with the ωB97M-V functional and the def2-TZVPD basis.

Summary:
net charge	+1
gap between HOMO and LUMO	7.889	eV
multiplicity	1
lowest unoccupied orbital energy	-4.09	eV
E_HOMO	-11.98	eV

Each line ends with the Mulliken charge.
Positions of all 23 atoms, in Å:
C -0.95 1.38 2.61  -0.36
C -0.15 0.32 3.12  -0.37
C -1.41 1.00 1.44  -0.43
C -0.05 -0.63 2.22  -0.24
C -0.27 -0.50 -2.23  -0.63
C -1.25 -0.80 -1.24  0.44
C -0.82 -0.88 0.06  0.30
C 2.84 0.64 -0.86  -0.76
N 0.93 0.06 -1.93  0.28
N -0.88 -0.33 1.17  0.12
N 1.51 0.21 -0.86  -0.37
N -2.48 -1.28 -1.66  -0.53
H -1.13 2.30 3.18  0.42
H 0.52 0.34 4.00  0.38
H -2.01 1.40 0.62  0.39
H 0.49 -1.65 2.40  0.31
H -0.60 -0.52 -3.24  0.35
H 3.23 0.49 -1.91  0.28
H 2.94 1.70 -0.65  0.30
H 3.52 0.12 -0.11  0.27
H 1.52 0.22 -2.72  0.28
H -2.57 -1.78 -2.56  0.26
H -2.93 -1.81 -0.85  0.28



What should be chosen as the least stable of them? Choose 2.



1 | Computed, not measured: 2 unconnected molecules or ions with the total composition C3H4S, with the ωB97M-V functional and the def2-TZVPD basis.

Summary:
gap between HOMO and LUMO	8.859	eV
multiplicity	1
lowest unoccupied orbital energy	-0.37	eV
E_HOMO	-9.23	eV

Each line ends with the Mulliken charge.
Positions of all 8 atoms, in Å:
C -2.59 -0.97 0.24  -0.35
C -1.53 -0.38 0.13  -0.23
C 2.09 1.08 -0.81  -0.30
S 2.09 0.20 0.61  -0.06
H -3.45 -1.48 0.63  0.35
H -0.66 -0.04 -0.36  0.25
H 2.77 0.49 -1.51  0.15
H 1.27 1.10 1.07  0.18



2 | Computed, not measured: a single C3H4S molecule, with the ωB97M-V functional and the def2-TZVPD basis.

Summary:
gap between HOMO and LUMO	9.402	eV
multiplicity	1
lowest unoccupied orbital energy	0.98	eV
SMILES string	C1[C@@H]2S[C@H]12
E_HOMO	-8.42	eV

Each line ends with the Mulliken charge.
Positions of all 8 atoms, in Å:
C 0.28 0.15 0.55  -0.39
C -0.62 -0.82 -0.09  -0.31
C -0.72 0.64 -0.41  -0.26
S -2.33 -0.04 0.07  -0.17
H 0.11 0.37 1.69  0.16
H 1.24 0.21 0.19  0.27
H -0.63 -1.59 -0.78  0.36
H -0.51 1.11 -1.28  0.34



What should be chosen as the least stable of them? Choose 1.



1 | Computed, not measured: a single C5H11N3O2S molecule, with the ωB97M-V functional and the def2-TZVPD basis.

Summary:
gap between HOMO and LUMO	9.404	eV
multiplicity	1
lowest unoccupied orbital energy	0.68	eV
E_HOMO	-8.72	eV

Each line ends with the Mulliken charge.
Positions of all 22 atoms, in Å:
C -1.39 0.62 1.62  -0.12
C -0.19 -0.01 0.88  0.77
C -0.65 -1.72 -1.74  -0.89
C 2.28 0.17 0.55  -1.04
C -0.14 -2.12 -0.27  -0.37
N -2.01 1.69 1.33  -0.47
N -0.92 1.72 -1.14  -0.54
N 0.93 0.62 0.81  -0.42
O 0.02 3.14 0.72  -0.49
O -0.57 -1.27 0.78  -0.35
S -1.34 2.71 0.02  0.37
H -1.63 0.34 2.65  0.39
H -1.75 -1.65 -1.69  0.30
H -0.34 -0.73 -1.97  0.24
H -0.08 -2.54 -2.36  0.32
H 3.19 0.76 0.84  0.28
H 2.47 -0.85 1.07  0.33
H 2.54 -0.04 -0.47  0.40
H 0.92 -1.99 -0.36  0.25
H -0.43 -3.11 0.03  0.35
H -1.52 1.88 -1.86  0.22
H 0.62 2.37 0.58  0.46



2 | Computed, not measured: a single C5H11N3O2S molecule, with the ωB97M-V functional and the def2-TZVPD basis.

Summary:
gap between HOMO and LUMO	8.596	eV
multiplicity	1
lowest unoccupied orbital energy	0.57	eV
SMILES string	NNC(=S)NCCCC(=O)O
E_HOMO	-8.02	eV

Each line ends with the Mulliken charge.
Positions of all 22 atoms, in Å:
C -2.16 -0.80 -0.18  0.03
C -0.02 0.18 -0.93  -0.73
C 1.02 0.96 -0.17  -0.55
C 1.71 0.07 1.01  -0.73
C 2.65 -1.01 0.29  0.56
H -1.83 1.30 0.98  0.18
H -3.33 1.81 0.94  0.28
H -3.98 0.01 -0.40  0.31
H -0.30 -1.47 0.19  0.26
H 0.40 -0.40 -1.78  0.38
H -0.61 0.93 -1.44  0.40
H 0.60 1.82 0.38  0.30
H 1.83 1.38 -0.86  0.35
H 0.98 -0.48 1.57  0.32
H 2.27 0.72 1.69  0.41
H 4.02 -1.30 -0.95  0.35
N -2.59 1.52 0.35  -0.54
N -2.95 0.32 -0.34  -0.10
N -0.80 -0.62 -0.12  -0.09
O 3.67 -0.50 -0.44  -0.46
O 2.28 -2.13 0.13  -0.53
S -2.85 -2.29 0.08  -0.40



What should be chosen as the least stable of them? Choose 1.



1 | Computed, not measured: a molecular structure, C5H6OS, with the ωB97M-V functional and the def2-TZVPD basis.

Summary:
gap between HOMO and LUMO	9.669	eV
multiplicity	1
lowest unoccupied orbital energy	0.42	eV
E_HOMO	-9.25	eV

Each line ends with the Mulliken charge.
Positions of all 13 atoms, in Å:
C -1.41 -0.09 0.07  0.22
C -0.41 0.54 0.99  -0.07
C 0.97 -0.17 0.63  -0.70
C 0.70 -0.51 -0.75  -0.22
C -0.52 0.10 -1.17  -0.30
H -0.42 1.07 2.14  0.37
H 1.76 0.45 1.00  0.29
H 1.07 -1.01 1.39  0.28
H 0.56 -1.62 -0.59  0.25
H 1.65 -0.33 -1.36  0.25
H -1.03 -0.23 -2.13  0.39
O -2.64 -0.12 0.11  -0.59
S -0.27 1.92 -0.31  -0.17



2 | Computed, not measured: a single C5H6OS molecule, with the ωB97M-V functional and the def2-TZVPD basis.

Summary:
gap between HOMO and LUMO	7.979	eV
multiplicity	1
lowest unoccupied orbital energy	0.39	eV
E_HOMO	-7.59	eV

Each line ends with the Mulliken charge.
Positions of all 13 atoms, in Å:
C -0.06 -2.10 -0.03  -0.70
C -0.12 -0.22 -1.36  0.64
C 0.62 -1.06 0.52  0.70
C -0.32 0.86 -2.39  -0.91
C 1.23 -1.06 1.82  -1.29
O 0.58 0.05 -0.31  -0.33
S -0.72 -1.72 -1.55  0.07
H -1.01 1.64 -2.01  0.27
H -0.54 0.28 -3.33  0.32
H 0.63 1.34 -2.50  0.30
H 1.01 -0.15 2.36  0.33
H 2.35 -1.30 1.82  0.23
H 0.83 -1.73 2.52  0.37



3 | Computed, not measured: a single C5H6OS molecule, with the ωB97M-V functional and the def2-TZVPD basis.

Summary:
gap between HOMO and LUMO	9.628	eV
multiplicity	1
lowest unoccupied orbital energy	0.88	eV
SMILES string	SCc1ccoc1
E_HOMO	-8.75	eV

Each line ends with the Mulliken charge.
Positions of all 13 atoms, in Å:
C 0.32 -1.35 1.05  -0.55
C 1.52 -1.41 1.70  -0.56
C 1.66 0.29 0.45  -0.43
C 0.40 -0.21 0.22  0.54
C -0.77 0.34 -0.49  -0.81
O 2.34 -0.42 1.32  -0.34
S -0.64 0.58 -2.46  -0.19
H -0.44 -2.04 1.14  0.49
H 1.86 -2.01 2.46  0.47
H 2.23 1.04 0.13  0.57
H -1.66 -0.27 -0.42  0.35
H -1.02 1.28 -0.18  0.37
H -1.76 1.10 -2.51  0.09



What should be chosen as the least stable of them? Choose 2.



1 | Computed, not measured: a molecular structure, C2Br3ClF2, with the ωB97M-V functional and the def2-TZVPD basis.

Summary:
gap between HOMO and LUMO (spin up / spin down)	6.013 / 9.139	eV
multiplicity	1
lowest unoccupied orbital energy (spin up / spin down)	-3.31 / -1.82	eV
E_HOMO (spin up / spin down)	-9.33 / -10.96	eV

Each line ends with the Mulliken charge.
Positions of all 8 atoms, in Å:
C -0.58 0.02 0.13  0.50
C 0.86 0.02 0.51  0.10
F -1.26 -0.96 0.73  -0.18
F -0.79 -0.11 -1.19  -0.17
Cl 1.84 1.15 -0.22  -0.05
Br -1.42 1.74 0.66  -0.10
Br 1.57 -1.56 1.19  0.00
Br 2.91 1.54 -2.90  -0.09



2 | Computed, not measured: a molecular structure, C2Br3ClF2, with the ωB97M-V functional and the def2-TZVPD basis.

Summary:
gap between HOMO and LUMO (spin up / spin down)	8.274 / 8.276	eV
multiplicity	1
lowest unoccupied orbital energy (spin up / spin down)	-1.01 / -1.01	eV
E_HOMO (spin up / spin down)	-9.28 / -9.28	eV

Each line ends with the Mulliken charge.
Positions of all 8 atoms, in Å:
C 0.02 -1.16 -0.78  0.25
C 0.35 0.73 0.49  0.20
F 1.41 1.38 1.05  -0.19
F 1.01 -1.78 -0.24  -0.13
Cl -0.79 0.33 1.85  -0.14
Br -1.68 -1.73 -0.27  0.07
Br -0.38 2.02 -0.73  -0.10
Br 0.37 -0.54 -2.50  0.04



What should be chosen as the least stable of them? Choose 2.